# C6H30O12

13 unconnected molecules or ions with the total composition C6H30O12 in a non-equilibrium geometry (ωB97M-V/def2-TZVPD, the OMol25 dataset).

Geometry as XYZ:
```
48
Properties=species:S:1:pos:R:3:forces:R:3
C 1.3583 1.4726 -0.3315 1.7 1.4 3.2
C 0.1419 1.2969 -0.9249 -0.6 0.3 -0.3
C -1.0000 2.0299 -0.5433 -1.1 -1.4 -1.8
C -0.9336 2.8995 0.4800 -0.7 3.2 1.4
C 0.2325 2.9890 1.2547 0.1 -0.2 -1.1
C 1.3469 2.2287 0.9295 -5.1 0.6 -5.4
H 2.4191 1.2404 -0.5999 -1.6 -0.7 -0.4
H -0.0904 0.6734 -1.7517 0.7 -0.3 -0.7
H -1.8938 1.8540 -1.2235 1.0 0.5 1.3
H -1.6777 3.7130 0.7339 0.3 -1.5 -0.6
H 0.2889 3.7041 2.0607 -0.1 -0.2 0.4
H 1.9020 2.1174 1.7048 5.0 -0.4 3.8
H -2.5778 -1.3538 -3.0623 -1.1 0.8 1.7
H -1.9001 -2.6766 -3.2639 0.9 -3.7 2.7
O -2.1401 -1.9128 -3.6533 0.0 3.3 -4.5
H 3.9852 0.3246 2.4530 3.8 -1.2 2.4
H 3.2005 -0.0308 1.2801 -0.1 1.4 1.4
O 3.2263 0.6228 2.0852 -3.3 -0.5 -3.2
H -0.2541 1.1306 1.8495 -0.6 -0.1 0.2
H 0.6849 -0.0213 1.8114 -3.5 0.2 1.1
O -0.3245 0.1893 2.0907 3.6 -0.6 -0.8
H 0.9823 -1.1396 4.3712 0.1 -0.2 0.1
H -0.3917 -0.6762 4.1305 -1.3 2.0 -1.1
O 0.0618 -1.3883 4.5050 1.3 -1.3 1.4
H 0.5848 3.5937 -1.5341 -0.1 -0.6 -0.3
H 0.6484 3.4714 -3.1345 -0.1 -0.6 0.4
O 0.7300 4.0378 -2.3684 0.3 1.4 -0.3
H 2.2444 -0.9758 -0.4203 4.4 -0.9 0.7
H 3.9727 -1.5151 -0.3318 -0.7 -0.1 -0.9
O 3.2025 -1.1181 0.0798 -3.7 0.8 -0.2
H -2.5638 -0.0857 2.0293 0.2 -0.2 -0.3
H -3.9071 -0.1599 2.5842 -1.4 0.4 1.2
O -3.4121 -0.5407 1.8917 1.2 0.3 -0.6
H -0.8086 -0.6125 -3.8665 -0.9 -1.0 -1.2
H -0.0340 0.4055 -4.7774 2.7 1.3 -7.9
O -0.3301 0.1926 -4.0116 -2.8 -0.5 8.7
H -2.7315 -2.7429 0.3690 3.0 0.6 -0.1
H -2.3275 -1.6319 1.0749 0.1 1.6 1.5
O -1.8359 -2.2368 0.5599 -3.2 -2.3 -2.2
H 2.4397 -1.0355 -3.2559 -2.1 1.8 1.5
H 0.8123 -0.6630 -2.7845 4.3 1.1 -0.4
O 1.8553 -0.3640 -2.7179 -1.2 -3.1 -0.9
H -0.8760 -3.3115 -0.6437 -1.7 0.2 -3.1
H -0.4672 -3.6249 -2.1495 -0.9 0.1 0.6
O -1.2645 -3.3469 -1.6350 3.0 -0.9 2.3
H 0.0585 -2.6933 2.1473 -2.5 -1.4 1.4
H -0.7997 -2.5989 3.4664 0.5 -1.4 -1.7
O -0.7437 -3.1572 2.6173 2.4 1.9 0.8
```
Positions in Å, forces in eV/Å.

## Properties
Energy relative to the best compared isomer or geometry (same formula, charge and spin)   126.0 kcal per mole
E_HOMO   -9.45 eV
Max |F|   9.11 eV Å⁻¹
HOMO-LUMO gap   9.303 eV
E   -31273.950 eV


# C6H31AlB4NO2

A molecular structure, C6H31AlB4NO2 in a non-equilibrium geometry (ωB97M-V/def2-TZVPD, the OMol25 dataset).

Geometry as XYZ:
```
45
Properties=species:S:1:pos:R:3:forces:R:3
Al 5.4020 14.6295 -19.9804 1.2 0.0 1.8
B 6.3021 11.5495 -19.5978 0.0 -1.9 -3.5
H 5.5855 11.8282 -18.8408 -3.0 1.8 4.8
H 6.0775 12.0931 -20.5024 -0.6 2.0 -3.6
H 7.1904 11.9775 -19.1596 3.1 2.4 3.0
H 6.3950 10.4827 -19.7304 -0.1 -3.6 -0.6
B 3.0822 12.7468 -18.4446 -0.8 -1.0 2.4
H 3.6788 12.8754 -19.3345 3.2 0.7 -5.3
H 2.3749 11.9738 -18.7023 -2.4 -2.7 -1.3
H 3.6782 12.4673 -17.5898 2.1 -0.9 3.3
H 2.7354 13.7673 -18.3936 -1.3 4.0 0.3
B 3.9983 12.2554 -22.1383 1.9 -0.3 0.8
H 3.3224 12.3167 -21.2995 -3.7 1.7 3.2
H 4.8036 12.9680 -22.0490 3.4 2.8 1.6
H 4.4908 11.3026 -22.2558 2.3 -3.4 -1.7
H 3.4486 12.4890 -23.0370 -3.8 -0.2 -3.5
B 8.3500 15.3362 -19.3472 -2.1 -0.6 -1.0
H 7.9598 16.0253 -20.0801 -1.1 3.0 -3.3
H 8.3100 14.3239 -19.7186 0.3 -4.2 -1.6
H 9.3186 15.6294 -18.9728 3.9 1.1 1.4
H 7.6918 15.4049 -18.4950 -2.6 0.4 3.8
C 6.0075 18.1197 -21.4539 1.8 -0.3 -2.2
O 5.0664 17.5588 -20.6623 -0.9 -2.2 2.3
C 4.5028 18.4552 -19.7093 0.0 1.2 -1.8
C 3.7668 17.8019 -18.5985 -0.6 -0.9 -0.2
N 4.6517 16.7756 -18.0431 -1.5 -0.2 -1.6
C 4.0258 16.0337 -16.9754 0.8 -0.3 0.6
C 5.1430 15.2142 -16.3320 -1.8 1.0 2.3
O 5.7482 14.3854 -17.1941 2.1 -2.1 -2.5
C 6.9595 13.7863 -16.6561 -0.3 -0.5 0.3
H 5.5895 18.6093 -22.3334 -0.3 1.1 0.3
H 6.5175 17.3189 -21.9894 0.3 -0.4 0.4
H 6.7879 18.6533 -20.9112 -0.2 0.4 -0.1
H 3.8999 19.0024 -20.4340 -0.7 1.0 1.0
H 5.2480 19.1231 -19.2771 0.5 0.0 -0.2
H 2.8055 17.4308 -18.9540 0.1 -0.7 0.0
H 3.4871 18.4777 -17.7904 0.1 0.6 -0.1
H 5.4345 17.3293 -17.7260 0.7 -0.6 0.4
H 3.2085 15.3644 -17.2438 0.3 -0.1 -0.9
H 3.5039 16.7077 -16.2962 0.5 0.2 0.7
H 4.6440 14.6177 -15.5682 0.1 0.0 0.6
H 5.8982 15.8442 -15.8619 0.0 0.5 0.2
H 7.3564 13.0043 -17.3034 -0.4 0.5 -0.4
H 6.7360 13.2582 -15.7292 -0.4 0.2 0.2
H 7.7595 14.4983 -16.4531 -0.3 0.3 -0.2
```
Positions in Å, forces in eV/Å.

## Properties
2S+1   2
E_HOMO (spin up / spin down)   -9.78 / -9.67 eV
Max |F|   6.30 eV Å⁻¹
⟨S²⟩   1.679
HOMO-LUMO gap (spin up / spin down)   5.038 / 4.804 eV
E   -21590.438 eV


# C6H31NO10

10 unconnected molecules or ions with the total composition C6H31NO10 in a non-equilibrium geometry (ωB97M-V/def2-TZVPD, the OMol25 dataset).

Geometry as XYZ:
```
48
Properties=species:S:1:pos:R:3:forces:R:3
O -3.0274 2.2945 1.0634 -0.4 -0.5 -0.2
C -2.6725 1.1430 0.8785 0.3 1.2 0.4
C -1.2906 0.7140 1.2302 0.4 -0.7 0.2
C -0.5533 0.3050 -0.0431 0.2 0.2 -1.0
C -0.7182 1.3363 -1.1923 -0.6 -0.1 -0.4
C 0.1223 2.6015 -1.0340 -0.2 0.2 -0.1
C 1.6209 2.3762 -1.2473 0.5 0.0 0.3
N 2.0120 1.7392 -2.5095 0.1 0.0 0.7
H -3.3551 0.4406 0.3961 -0.1 -0.3 0.0
H -0.7616 1.5129 1.7471 -0.2 0.0 -0.1
H -1.3429 -0.1214 1.9416 0.0 -0.1 -0.2
H -0.9155 -0.6435 -0.4243 -0.3 -0.3 0.1
H 0.5184 0.1396 0.1380 -0.3 0.2 0.2
H -0.4760 0.8362 -2.1483 0.1 0.2 0.4
H -1.7928 1.6353 -1.3418 0.8 -0.3 0.3
H -0.0610 3.0459 -0.0486 0.2 -0.1 -0.1
H -0.2326 3.3608 -1.7458 0.1 -0.2 0.0
H 2.0252 1.7686 -0.4212 -0.1 0.1 -0.3
H 2.1659 3.3333 -1.1753 -0.3 -0.2 0.0
H 1.7357 0.7649 -2.5194 0.0 0.1 -0.1
H 1.5740 2.2086 -3.2819 -0.2 0.1 -0.4
H -1.5089 -3.6612 -2.1078 -0.4 0.2 0.2
H -2.8328 -4.3151 -2.4743 -0.2 0.0 0.1
O -2.4883 -3.5698 -1.9696 0.3 -0.2 -0.3
H -1.3776 4.2500 2.7659 0.0 0.0 0.0
H -1.7335 3.2641 1.6175 -0.2 0.1 0.1
O -0.9902 3.7446 2.0445 0.0 0.3 0.1
H 0.9232 -1.5769 3.7201 0.0 0.0 0.0
H 2.0324 -1.0801 2.7130 -0.4 -0.5 0.7
O 1.6979 -1.8744 3.2368 0.3 0.6 -0.5
H 1.9917 3.4335 2.1479 0.2 -0.1 0.0
H 0.5321 3.0374 2.3089 0.2 -0.2 0.1
O 1.4513 2.6913 2.4349 -0.3 0.3 -0.1
H 2.0175 1.0910 2.0958 0.6 -0.5 -0.2
H 3.4603 0.4430 2.0031 -0.5 0.0 0.0
O 2.5168 0.2512 1.8715 0.0 0.6 0.0
H -3.8288 -2.2843 -2.7639 -0.1 0.1 0.0
H -4.5834 -1.0234 -2.3718 -0.1 -0.1 -0.1
O -4.5909 -1.7343 -3.0217 0.3 0.0 0.2
H 2.0242 -3.3388 -0.1962 0.1 0.1 0.1
H 2.2485 -1.8797 -0.5891 0.0 -0.2 -0.2
O 2.1644 -2.7625 -0.9774 0.1 0.3 0.2
H 0.9165 -3.4155 -1.9231 -1.1 -0.5 -0.4
H 0.4039 -4.8670 -1.9285 -0.1 -0.1 -0.1
O 0.1532 -3.9970 -2.2507 1.2 0.6 0.3
H 1.6987 -3.0925 2.0456 -0.1 -1.0 -0.2
H 1.3500 -4.6348 1.8645 -0.1 0.0 0.2
O 1.7773 -3.8900 1.4421 0.1 0.7 0.1
```
Positions in Å, forces in eV/Å.

## Properties
Energy relative to the best compared isomer or geometry (same formula, charge and spin)   8.1 kcal per mole
E_HOMO   -9.42 eV
SMILES   NCCCCCC=O.O.O.O.O.O.O.O.O.O
Max |F|   1.37 eV Å⁻¹
HOMO-LUMO gap   9.566 eV
E   -28691.261 eV


# C6H32ClN12O14

A molecular structure, C6H32ClN12O14 in a non-equilibrium geometry (ωB97M-V/def2-TZVPD, the OMol25 dataset).

Geometry as XYZ:
```
65
Properties=species:S:1:pos:R:3:forces:R:3
Cl -0.0256 -0.0363 0.5756 -4.7 3.8 0.6
O 0.7350 0.0642 1.7677 -1.5 -1.0 -1.6
O -0.3027 -1.3103 -0.0626 3.2 6.2 3.7
O -1.3430 0.3612 0.9634 1.3 -1.0 0.9
O 0.4961 0.9500 -0.3425 -1.0 -2.3 0.1
O -0.0847 2.6125 2.4450 -1.1 -0.3 2.0
H 0.4664 2.3826 1.6969 0.3 0.9 0.2
H -0.6093 1.8283 2.6067 -0.5 0.3 0.2
O -2.5690 -2.0596 -0.1354 0.0 1.2 -4.4
H -1.6258 -2.1853 -0.0316 -1.4 -0.4 0.2
H -2.6478 -1.3427 -0.7648 0.2 0.3 -0.9
O 1.4146 -2.8611 1.1600 0.1 -0.6 -0.1
H 1.0113 -3.3894 1.8489 0.1 -0.2 0.3
H 0.7959 -2.1456 1.0131 0.2 -0.6 0.1
O 1.7923 2.4383 1.0035 1.4 0.6 0.2
H 1.5766 1.5057 1.0053 1.1 0.6 -0.2
H 1.5211 2.7457 0.1386 0.6 0.2 -0.4
C 2.9180 1.7090 -2.0972 1.0 1.3 -2.6
O 3.2738 2.4806 -1.2796 0.6 2.2 3.6
N 2.2926 0.5892 -1.9851 -0.6 -4.6 1.9
N 3.1180 1.9935 -3.3808 0.7 0.2 -4.5
H 1.9800 0.3067 -1.0672 0.8 0.0 -0.7
H 2.1752 -0.0900 -2.7233 0.2 0.5 0.3
H 3.4815 2.8485 -3.7770 0.0 -0.1 0.9
H 3.0337 1.2615 -4.0716 -0.2 0.2 0.1
C -2.3054 3.1812 -0.0639 1.4 2.4 7.1
O -1.9606 3.7334 0.9838 -0.3 0.6 -0.4
N -2.5322 3.7816 -1.1515 -2.3 4.5 -5.5
N -2.4610 1.9233 -0.1581 -2.7 -4.7 -2.2
H -2.8584 3.2455 -1.9428 0.0 0.7 0.1
H -2.5195 4.7893 -1.2180 0.0 -0.3 0.2
H -2.5051 1.2225 0.5679 -0.6 1.4 -0.4
H -2.9399 1.7316 -1.0265 -0.1 -1.2 0.4
C 2.4648 -1.6742 3.1238 3.4 -0.9 0.6
O 3.1232 -2.6196 3.4754 1.8 -2.4 -0.3
N 1.3962 -1.3990 3.7637 -5.1 1.1 2.8
N 2.7976 -0.7092 2.3043 2.8 1.4 -1.4
H 0.8567 -0.6609 3.3344 -0.6 -0.7 1.3
H 1.0733 -2.1132 4.4006 -0.2 0.5 -0.1
H 2.1660 0.0786 2.3261 2.3 -0.4 -0.4
H 3.4586 -0.9133 1.5684 -0.1 0.4 0.3
C -0.5034 1.8027 -3.3400 0.5 1.6 3.3
O -0.6443 2.1724 -4.4504 -0.7 1.4 -4.1
N -0.0583 0.6406 -2.9897 -0.1 -1.4 -2.1
N -0.6622 2.5135 -2.2245 -0.1 2.2 0.1
H 0.1453 0.1250 -3.8339 -0.3 1.7 0.5
H 0.0551 0.2904 -2.0492 0.4 1.0 -1.1
H -0.9890 3.4656 -2.3066 0.5 -0.7 0.2
H -0.6877 2.0090 -1.3499 -0.1 0.9 -0.3
C -2.5401 -2.4422 2.6796 -2.3 0.4 -4.0
O -3.1484 -2.6680 1.5969 -0.2 -1.9 7.0
N -2.7921 -2.9872 3.8296 -0.7 -2.4 3.3
N -1.6696 -1.4398 2.7367 1.2 0.6 -0.5
H -2.1716 -2.7986 4.6039 -0.4 -0.3 0.0
H -3.4848 -3.7196 3.8914 0.4 0.1 0.0
H -1.0553 -1.2069 3.5038 -0.4 0.0 -0.3
H -1.6827 -0.9776 1.8387 0.2 0.3 0.9
C 0.5422 -2.7204 -2.4402 1.0 -2.3 -1.2
O 1.2145 -3.4312 -3.1424 1.7 -1.1 -1.9
N 0.1802 -3.0206 -1.2436 -1.4 -3.4 2.3
N 0.0724 -1.5555 -2.8132 -1.3 1.2 -0.6
H -0.3130 -2.3095 -0.7229 1.0 -3.8 -2.5
H 0.3567 -3.8818 -0.7461 0.4 0.1 -0.8
H 0.2939 -1.0055 -3.6308 0.3 -3.3 0.7
H -0.5865 -1.1101 -2.1907 0.0 -0.8 -0.8
```
Positions in Å, forces in eV/Å.

## Properties
Energy relative to the best compared isomer or geometry (same formula, charge and spin)   341.5 kcal per mole
E_HOMO   -6.17 eV
Max |F|   7.87 eV Å⁻¹
HOMO-LUMO gap   8.443 eV
E   -65796.032 eV
Net charge   -1


# C6H33NO10

11 unconnected molecules or ions with the total composition C6H33NO10 in a non-equilibrium geometry (ωB97M-V/def2-TZVPD, the OMol25 dataset).

Geometry as XYZ:
```
50
Properties=species:S:1:pos:R:3:forces:R:3
C 1.1668 0.8898 0.2023 -1.2 -0.3 -3.1
N -0.0512 1.5689 -0.5686 0.0 -2.6 -0.4
C -1.0256 0.5140 -1.2085 3.7 -0.2 0.8
C -2.3917 1.0556 -1.2981 -3.7 -2.5 -0.4
C 0.4465 2.4790 -1.5839 0.9 -2.4 -2.2
C 1.6659 3.0329 -0.9322 0.4 3.5 1.3
C 2.3063 1.8133 -0.1384 2.8 1.9 1.1
H 0.9794 0.8556 1.2509 -0.6 0.1 0.7
H 1.4094 -0.1769 -0.1618 -0.7 1.5 0.3
H -0.7961 -0.2873 -0.4351 -1.4 0.4 -1.5
H -0.6744 0.1675 -2.2648 -0.1 0.6 1.9
H -2.8908 1.2174 -2.3447 1.0 -1.1 1.8
H -2.5746 1.9622 -0.8682 0.5 2.9 1.2
H -3.0722 0.4514 -0.5142 1.4 0.6 -2.8
H -0.4422 3.0530 -1.9550 1.2 0.2 0.5
H 0.9141 1.8990 -2.5670 -1.4 0.9 1.9
H 1.3313 3.8104 -0.1659 0.2 -1.2 -0.4
H 2.2392 3.7939 -1.5805 -0.1 -2.0 0.6
H 2.8142 2.2509 0.8937 -1.1 -0.9 -2.6
H 3.1491 1.2678 -0.6831 -1.2 0.9 0.5
H 0.0237 -1.8308 2.8102 -0.4 -3.4 -0.4
H -0.9639 -3.0291 2.8333 -0.7 -0.4 0.5
O -0.1183 -2.8058 2.4695 1.0 1.9 1.2
H -0.3972 -3.5939 -1.6770 -1.2 -1.7 7.6
H -0.3437 -2.2499 -2.6372 0.0 -2.7 1.9
O -0.3150 -3.2528 -2.4548 1.1 4.2 -9.7
H 3.1233 0.4144 1.6979 1.0 -0.9 0.9
H 2.7480 -0.9623 1.5958 -0.7 -1.7 -0.9
O 3.3770 -0.4704 2.0873 -0.3 2.4 0.0
H -1.0004 -2.1676 0.8208 1.0 -0.8 -1.7
H -0.1832 -3.4578 0.5960 -0.7 2.3 -1.3
O -0.5263 -2.6463 0.0713 -0.3 -1.2 2.0
H -3.5946 0.8730 2.0503 -1.2 -1.3 -1.7
H -4.0175 0.4933 0.4364 -0.5 -0.7 4.5
O -4.1230 0.2162 1.4836 0.3 2.0 -2.2
H 1.7244 -2.4113 -1.4537 0.8 -0.5 -0.4
H 3.0679 -3.2627 -1.8584 -1.5 2.1 1.2
O 2.7021 -2.4440 -1.3645 0.6 -1.5 -0.8
H 0.3810 -0.3917 4.6596 -0.2 -0.6 -2.3
H 1.2315 -0.7946 3.4088 2.3 0.0 -0.2
O 0.3508 -0.6240 3.6685 -0.9 1.6 3.0
H -2.4646 -0.9288 2.1315 0.0 0.0 0.0
H -0.8829 -0.6037 2.3800 -2.5 1.0 -0.7
O -1.7598 -0.2933 1.9755 2.5 -0.3 0.5
H -2.1415 2.1819 1.4412 -0.9 -3.6 1.1
H -1.0266 2.8963 0.8490 -1.2 0.2 0.1
O -1.9524 3.0307 1.1942 2.1 3.3 -1.1
H 1.4397 -0.6911 -4.1960 1.0 0.8 -0.2
H 0.3437 -1.6564 -4.4078 0.3 0.2 0.8
O 0.7943 -1.1558 -3.6884 -1.2 -0.8 -1.0
```
Positions in Å, forces in eV/Å.

## Properties
Energy relative to the best compared isomer or geometry (same formula, charge and spin)   167.8 kcal per mole
E_HOMO   -8.84 eV
SMILES   CCN1CCCC1.O.O.O.O.O.O.O.O.O.O
Max |F|   10.64 eV Å⁻¹
HOMO-LUMO gap   8.715 eV
E   -28717.338 eV


# C6H33NO10

11 unconnected molecules or ions with the total composition C6H33NO10 in a non-equilibrium geometry (ωB97M-V/def2-TZVPD, the OMol25 dataset).

Geometry as XYZ:
```
50
Properties=species:S:1:pos:R:3:forces:R:3
C -0.5127 -2.0328 -0.6307 0.7 -0.3 0.1
C -0.5624 -0.6685 -1.2928 -0.7 0.2 0.3
N -0.8634 0.4073 -0.3183 0.4 0.2 -0.7
C 0.2854 0.7562 0.5571 -0.6 -0.6 0.6
C 0.6493 2.2237 0.3529 0.2 0.3 0.0
C -0.1245 2.6725 -0.8873 -0.1 0.0 -0.1
C -1.2848 1.6733 -0.9845 0.1 0.3 0.6
H -1.3921 -2.2681 -0.0442 -0.2 0.1 0.0
H 0.3324 -2.1102 0.0650 -0.1 0.1 0.0
H -0.3657 -2.8313 -1.3632 -0.1 0.2 -0.1
H 0.3673 -0.4778 -1.8320 0.4 0.1 -0.1
H -1.3763 -0.6444 -2.0222 0.2 -0.1 0.0
H 1.1201 0.0891 0.3732 0.2 -0.2 -0.2
H -0.0126 0.5403 1.5966 0.4 0.1 -0.2
H 0.3875 2.8048 1.2398 -0.1 0.0 -0.1
H 1.7177 2.3668 0.1825 0.0 -0.1 0.3
H 0.5381 2.6545 -1.7624 -0.2 -0.1 0.0
H -0.4993 3.6954 -0.7904 0.1 -0.1 -0.1
H -2.1327 2.0869 -0.4279 0.0 -0.1 -0.2
H -1.6204 1.4932 -1.9995 -0.1 -0.1 -0.1
H 3.6069 1.1883 -3.5237 -0.3 -0.2 0.2
H 2.3100 0.5266 -2.9450 0.3 0.1 -0.2
O 3.2338 0.3603 -3.1869 -0.3 0.2 -0.1
H -4.3480 -0.7541 -2.4515 -0.2 -0.2 0.0
H -3.5260 -0.4083 -1.1764 -0.4 -0.2 -0.5
O -3.6434 -0.1911 -2.1350 0.3 0.0 0.0
H -0.7565 -1.7805 2.5841 -1.0 0.1 -0.1
H -1.9497 -0.7937 2.8657 0.3 -0.7 -0.3
O -1.7385 -1.6738 2.4688 0.8 0.3 0.5
H -1.6890 1.2231 2.1522 0.0 0.1 0.0
H -3.1504 0.8422 2.2460 0.2 0.0 0.1
O -2.3605 0.9752 2.7962 -0.4 0.3 0.0
H 3.8460 -2.7926 1.6275 0.0 0.0 0.1
H 3.3968 -1.9007 0.4630 0.1 0.1 0.2
O 3.3777 -1.9727 1.4373 -0.1 -0.4 -0.4
H -4.3622 1.4123 -1.5743 -0.1 0.3 0.3
H -4.3737 1.4120 -0.0774 -0.1 0.0 0.1
O -4.5472 2.0045 -0.8167 0.0 -0.1 -0.2
H 1.8057 -1.9278 2.3183 -0.6 0.2 0.6
H 1.3476 -1.4221 3.7275 0.0 -0.1 -0.1
O 1.0303 -1.8649 2.9325 0.6 -0.1 -0.4
H 4.5376 0.2466 0.2278 0.0 -0.1 0.1
H 4.2950 -0.3282 1.6062 0.1 0.2 -0.1
O 4.6474 0.4590 1.1643 0.0 0.2 0.0
H 5.2899 -1.2325 -1.4574 -0.4 0.1 -0.1
H 3.9247 -0.6221 -1.9949 0.5 -0.3 0.2
O 4.3413 -1.1600 -1.2805 -0.1 0.0 0.1
H -3.4093 -1.3549 1.0561 0.3 -0.2 0.2
H -2.4160 -0.3378 0.4207 0.3 0.0 0.1
O -3.3709 -0.5630 0.5137 -0.5 0.4 -0.2
```
Positions in Å, forces in eV/Å.

## Properties
Energy relative to the best compared isomer or geometry (same formula, charge and spin)   19.7 kcal per mole
E_HOMO   -9.13 eV
SMILES   CCN1CCCC1.O.O.O.O.O.O.O.O.O.O
Max |F|   1.06 eV Å⁻¹
HOMO-LUMO gap   9.019 eV
E   -28723.761 eV


Look up the E of the sixth one.
-28723.761 eV